The following is a DFT calculation (ωB97M-V with the def2-TZVPD basis set) of a 2-piece molecular cluster, C34H58N2O5P overall in a non-equilibrium geometry.

```
100
Properties=species:S:1:pos:R:3:forces:R:3
C 2.042116 -2.971168 4.627699 0.416 0.621 0.356
C 2.299339 -1.824337 3.641743 -0.492 -0.386 0.079
C 1.775883 -2.208086 2.246712 0.627 0.874 0.021
C 2.182640 -1.165397 1.146360 -0.101 0.391 1.096
C 0.992290 -0.504961 0.483073 1.200 -0.802 0.297
C 0.419597 -1.124192 -0.601806 -0.155 0.310 -1.434
P 1.174012 -2.748728 -1.104207 0.053 -1.417 1.119
N 0.310787 -3.412813 -2.384705 0.693 0.672 -0.214
O 2.605105 -2.273422 -1.801724 -0.767 0.103 0.036
C -0.669528 -0.482574 -1.185125 -0.015 -0.230 -1.110
C -1.415775 -1.111686 -2.348297 -1.277 -2.345 0.072
O -2.110590 -2.086114 -2.130457 0.722 2.051 -0.173
O -1.384791 -0.560118 -3.597780 0.310 -0.247 0.510
C -1.148555 0.729079 -0.722297 -0.317 0.230 -0.628
C -2.351686 1.403127 -1.355638 -0.461 -0.399 0.424
C -3.556637 1.228929 -0.421414 0.945 0.204 -0.655
C -3.883702 -0.045299 -0.016863 0.426 -0.945 -0.141
C -4.949070 -0.280670 0.806712 -0.323 -0.349 0.278
C -5.725932 0.776294 1.249080 -0.618 -0.967 0.292
C -6.927139 0.503369 2.120277 0.555 -0.080 0.194
C -5.359603 2.032518 0.865917 -1.067 1.527 0.623
C -4.296861 2.287365 0.045176 0.691 0.280 -0.579
C -0.526440 1.298261 0.365510 -0.276 0.670 -0.077
C -1.042211 2.617353 0.864877 0.317 -0.156 0.313
N 0.508717 0.661653 0.950345 -0.145 0.399 0.650
C 1.103788 1.302049 2.141474 0.581 1.003 0.475
C 2.099733 2.441810 1.812479 0.161 -0.293 -0.420
C 2.952185 2.240422 0.541268 0.392 0.919 0.175
C 4.382003 2.807436 0.773279 -0.509 -0.933 -0.070
C 5.226184 1.741169 1.499547 -0.487 0.466 -0.708
C 5.558679 0.519837 0.624421 1.275 0.660 0.801
C 6.621157 -0.325627 1.373239 -0.569 -0.584 -0.194
C 6.442478 -1.836080 1.155272 0.759 0.214 0.343
C 6.724191 -2.289772 -0.295626 -1.268 0.193 0.178
C 5.618183 -3.220511 -0.830324 0.575 -0.116 -0.039
O 6.095493 -4.544209 -0.989798 -0.394 0.125 0.121
C 5.001778 -5.417573 -1.142484 -0.040 -0.474 -0.132
H 2.556177 -3.882253 4.317513 -0.181 -0.027 -0.024
H 0.976140 -3.150615 4.776047 0.050 -0.136 -0.196
H 2.447159 -2.679174 5.601040 -0.043 -0.186 -0.014
H 3.368368 -1.586554 3.616380 -0.040 -0.099 -0.150
H 1.792714 -0.931178 4.024662 0.027 -0.040 -0.066
H 2.241944 -3.163920 2.007065 -0.470 -0.119 -0.194
H 0.685869 -2.265459 2.273221 0.082 -0.490 0.014
H 2.848888 -1.609050 0.413921 -0.184 0.081 -0.132
H 2.775612 -0.399524 1.647222 0.128 -0.096 -0.212
H -0.053207 -4.330544 -2.177309 -0.058 0.030 -0.052
H 0.790159 -3.380102 -3.276829 -0.236 0.000 -0.080
H 3.226738 -2.970358 -1.545278 0.256 0.198 -0.210
H -0.488171 -0.516803 -3.958251 0.046 0.276 0.170
H -2.154738 2.453591 -1.567742 -0.043 -0.026 0.021
H -2.596030 0.930556 -2.307912 0.135 0.121 0.047
H -3.305918 -0.903722 -0.342063 0.032 0.073 -0.114
H -5.184376 -1.295463 1.108366 -0.036 0.021 -0.053
H -7.380551 -0.448068 1.840641 -0.147 0.140 -0.040
H -6.569612 0.382917 3.148671 -0.251 0.105 0.023
H -7.660551 1.306992 2.084194 0.005 -0.069 0.000
H -5.965673 2.856151 1.233376 0.082 0.067 -0.141
H -4.013157 3.287482 -0.263012 -0.277 0.084 0.103
H -1.963016 2.422330 1.422424 0.016 0.190 -0.033
H -1.278529 3.259011 0.020376 -0.119 -0.068 0.010
H -0.343637 3.169221 1.483069 -0.068 -0.120 0.049
H 0.323587 1.715459 2.778689 -0.246 -0.293 -0.208
H 1.619917 0.578196 2.756187 -0.192 -0.264 -0.268
H 1.621146 3.419621 1.732016 -0.178 -0.150 0.076
H 2.760393 2.522257 2.680447 -0.044 -0.085 -0.031
H 2.540310 2.794346 -0.308821 -0.347 -0.174 0.151
H 3.010113 1.196915 0.231897 0.073 0.050 0.036
H 4.328247 3.717633 1.377014 -0.052 0.007 -0.124
H 4.780703 3.073295 -0.209098 0.338 -0.040 0.196
H 6.153778 2.205663 1.842918 -0.021 -0.194 0.127
H 4.641403 1.419113 2.371949 0.321 -0.028 0.135
H 6.028985 0.915751 -0.280611 -0.425 -0.257 -0.263
H 4.676276 -0.078803 0.398693 0.067 0.037 -0.185
H 7.635612 -0.054328 1.068495 -0.105 0.200 0.065
H 6.524606 -0.116774 2.443856 0.141 -0.059 -0.043
H 7.141509 -2.340697 1.830743 -0.161 -0.101 -0.031
H 5.437614 -2.112815 1.496799 0.018 -0.053 -0.196
H 7.694764 -2.776156 -0.370358 -0.058 0.010 -0.157
H 6.695111 -1.408233 -0.942585 0.361 -0.035 0.052
H 5.246546 -2.835467 -1.795056 0.039 -0.172 0.007
H 4.772237 -3.250187 -0.121119 0.052 0.126 -0.018
H 4.350552 -5.406368 -0.255797 -0.001 0.139 -0.094
H 4.410170 -5.180604 -2.041626 0.014 0.098 0.111
H 5.357248 -6.441698 -1.260885 0.199 0.153 -0.004
C -6.198078 1.050678 -3.660304 0.013 0.113 -0.070
C -6.982818 1.555985 -2.461425 -0.003 -0.114 -0.062
O -6.813937 2.940544 -2.210019 0.140 0.071 0.231
C -7.210801 3.819042 -3.250573 -0.074 0.019 -0.141
C -8.677771 3.705083 -3.626639 -0.035 -0.116 0.064
H -5.132801 1.256806 -3.531687 -0.005 -0.036 0.028
H -6.336313 -0.024854 -3.776900 0.019 0.003 0.033
H -6.514072 1.529102 -4.588082 -0.048 -0.062 -0.012
H -6.630418 1.041799 -1.565183 0.015 0.140 0.069
H -8.046210 1.313437 -2.561047 0.003 -0.003 -0.077
H -6.571908 3.678721 -4.129790 -0.047 -0.037 -0.034
H -7.013390 4.826665 -2.882856 0.060 -0.065 0.113
H -8.927208 2.714636 -4.009151 0.020 0.031 -0.082
H -8.926140 4.433197 -4.399308 0.015 0.013 0.016
H -9.309388 3.890246 -2.756490 0.011 0.035 -0.010
```
Forces are in eV/Å.

Calculated values
* HOMO level: -0.4100 Ha
* 2S+1: 1
* electronic energy: -58699.73225 eV
* net charge: +1
* HOMO-LUMO gap: 7.7 eV
* molar mass: 605.82 u

Atomic partial charges in e from the Mulliken method, atoms 1 to 2:
1. C -1.501
2. C -0.138